ORCA calculation (ωB97M-V with the def2-TZVPD basis set) on a structure of composition C51H38CoNOP2S in a non-equilibrium geometry.

Properties
LUMO (alpha / beta): -0.108 / -0.094 Eh
largest force on an atom: 2.15 eV Å⁻¹
multiplicity: 2
net charge: +1
orbital gap (alpha / beta): 7.42 / 7.76 eV
E: -4559.763487 Eh
relative energy (zero: lowest compared OMol25 entry of this formula, charge and spin): 24.8 kcal per mole

Each line ends with the Löwdin charge.
Atoms and positions in Å:
1 Co -0.038 -0.053 -0.322  0.0732
2 O -0.896 0.975 2.342  0.0300
3 S -2.577 0.645 -0.328  1.0399
4 C -3.266 -0.363 0.971  -0.4663
5 C -4.419 -0.047 1.682  -0.0577
6 C -5.044 -1.025 2.441  -0.0457
7 C -4.563 -2.328 2.440  -0.0495
8 C -3.406 -2.635 1.746  -0.0733
9 C -2.718 -1.646 1.043  -0.3591
10 P -1.155 -1.991 0.175  1.0828
11 C -1.697 -3.053 -1.219  -0.3136
12 C -1.146 -4.299 -1.504  -0.0691
13 C -1.549 -5.003 -2.634  -0.0640
14 C -2.508 -4.476 -3.485  -0.0715
15 C -3.090 -3.251 -3.187  -0.0704
16 C -2.686 -2.544 -2.065  -0.0962
17 C -0.137 -3.040 1.256  -0.3274
18 C -0.425 -3.327 2.589  -0.0775
19 C 0.409 -4.165 3.320  -0.0644
20 C 1.541 -4.711 2.734  -0.0669
21 C 1.875 -4.367 1.430  -0.0597
22 C 1.051 -3.525 0.701  -0.1197
23 C -2.648 2.402 -0.030  -0.4510
24 C -3.839 3.070 0.250  -0.0683
25 C -3.892 4.451 0.142  -0.0472
26 C -2.788 5.162 -0.311  -0.0475
27 C -1.607 4.500 -0.595  -0.0716
28 C -1.514 3.121 -0.426  -0.3493
29 P 0.001 2.206 -0.812  1.0778
30 C 1.420 3.106 -0.128  -0.3420
31 C 1.355 4.214 0.710  -0.0746
32 C 2.526 4.819 1.155  -0.0664
33 C 3.761 4.316 0.778  -0.0684
34 C 3.832 3.178 -0.017  -0.0594
35 C 2.668 2.569 -0.458  -0.1095
36 C 0.129 2.422 -2.629  -0.3240
37 C -0.802 1.734 -3.412  -0.1094
38 C -0.739 1.789 -4.796  -0.0716
39 C 0.265 2.525 -5.416  -0.0711
40 C 1.185 3.217 -4.645  -0.0640
41 C 1.118 3.170 -3.256  -0.0701
42 H -4.834 0.948 1.643  0.0900
43 H -5.938 -0.774 2.998  0.1169
44 H -5.093 -3.106 2.975  0.1158
45 H -3.036 -3.653 1.731  0.1203
46 H -0.414 -4.742 -0.841  0.0949
47 H -1.107 -5.970 -2.845  0.1106
48 H -2.808 -5.020 -4.372  0.1095
49 H -3.863 -2.843 -3.828  0.1093
50 H -3.162 -1.594 -1.844  0.0760
51 H -1.284 -2.882 3.076  0.0994
52 H 0.168 -4.388 4.353  0.1101
53 H 2.171 -5.390 3.295  0.1094
54 H 2.780 -4.755 0.977  0.1134
55 H 1.335 -3.232 -0.304  0.1028
56 H -4.728 2.520 0.520  0.0951
57 H -4.816 4.968 0.368  0.1169
58 H -2.856 6.233 -0.461  0.1166
59 H -0.753 5.054 -0.968  0.1194
60 H 0.400 4.601 1.039  0.0993
61 H 2.468 5.686 1.802  0.1096
62 H 4.669 4.806 1.109  0.1094
63 H 4.793 2.759 -0.288  0.1112
64 H 2.722 1.672 -1.068  0.1030
65 H -1.585 1.147 -2.940  0.0807
66 H -1.467 1.249 -5.390  0.1096
67 H 0.327 2.557 -6.497  0.1091
68 H 1.966 3.798 -5.122  0.1099
69 H 1.843 3.722 -2.670  0.1029
70 C 2.365 -1.556 -3.460  -0.0684
71 C 3.574 -1.720 -2.794  -0.0768
72 C 3.662 -1.432 -1.441  -0.0310
73 C 2.541 -0.971 -0.745  -0.2272
74 C 1.334 -0.782 -1.425  -0.1920
75 C 1.247 -1.088 -2.774  -0.0883
76 C 2.562 -0.662 0.699  -0.2217
77 C 3.691 -0.923 1.514  0.0140
78 C 3.662 -0.599 2.828  0.0163
79 C 2.511 0.006 3.387  -0.1449
80 C 2.460 0.417 4.737  -0.0356
81 C 1.326 0.999 5.226  -0.0618
82 C 0.200 1.167 4.398  0.0008
83 C 0.231 0.779 3.090  -0.2346
84 C 1.406 0.197 2.531  -0.1092
85 N 1.453 -0.144 1.199  0.1190
86 H 2.290 -1.789 -4.517  0.1070
87 H 4.449 -2.071 -3.329  0.1055
88 H 4.613 -1.565 -0.938  0.1025
89 H 0.313 -0.948 -3.310  0.0946
90 H 4.567 -1.385 1.084  0.1086
91 H 4.516 -0.792 3.467  0.1266
92 H 3.332 0.275 5.365  0.1167
93 H 1.284 1.335 6.254  0.1111
94 H -0.712 1.609 4.784  0.1250
95 H -0.766 0.528 1.493  -0.0134